Record 1
Formula: C55H109N6O9
Source: the Open Molecules 2025 dataset
Level of theory: the ωB97M-V functional and the def2-TZVPD basis

The calculation puts the calculated total energy at -86106.84650 eV. The gap between HOMO and LUMO is 5.3 eV. As for the total charge: +5. Its relative energy (zero: lowest compared OMol25 entry of this formula, charge and spin) is 0.0 kcal/mol.

The geometry in XYZ format:
```
179
C55H109N6O9, DFT the ωB97M-V functional and the def2-TZVPD basis
C -1.694 -2.988 3.252
C -3.222 -2.746 3.227
C -3.739 -2.765 1.763
C -3.845 -4.157 1.119
C -4.791 -5.051 1.945
C -4.291 -5.225 3.392
N -4.013 -3.801 3.978
O -3.888 -3.752 5.194
C -3.057 -6.106 3.425
C -5.468 -5.705 4.237
C -3.571 -1.348 3.792
H -1.245 -2.167 2.693
H -1.299 -3.891 2.793
H -1.438 -2.916 4.309
H -3.218 -1.996 1.188
H -4.734 -2.310 1.773
H -2.932 -4.716 0.898
H -4.260 -4.101 0.110
H -5.054 -5.970 1.424
H -5.730 -4.497 2.023
H -2.872 -6.475 4.436
H -2.112 -5.801 2.983
H -3.323 -7.044 2.933
H -5.761 -6.745 4.089
H -6.341 -5.092 4.016
H -5.245 -5.710 5.303
H -3.174 -0.564 3.144
H -2.959 -1.100 4.664
H -4.580 -1.138 4.142
C -0.077 -1.739 -2.823
C 0.206 -3.234 -2.755
C 1.646 -3.554 -3.209
C 2.633 -3.218 -2.078
C 2.344 -4.045 -0.837
C 0.956 -3.811 -0.247
N -0.097 -3.781 -1.353
O -1.275 -3.772 -0.985
C 0.834 -2.456 0.532
C 0.702 -5.023 0.682
C -0.647 -4.120 -3.645
H -1.144 -1.536 -2.888
H 0.406 -1.267 -3.680
H 0.390 -1.176 -2.013
H 1.956 -2.939 -4.053
H 1.780 -4.579 -3.556
H 2.718 -2.154 -1.834
H 3.650 -3.413 -2.425
H 3.112 -3.968 -0.069
H 2.407 -5.066 -1.223
H -0.187 -2.218 0.814
H 1.456 -1.675 0.094
H 1.455 -2.501 1.432
H 1.415 -5.085 1.503
H 0.744 -6.006 0.208
H -0.304 -5.067 1.103
H -0.590 -5.175 -3.377
H -0.368 -3.991 -4.690
H -1.711 -3.881 -3.591
C 2.883 0.820 0.679
C 4.391 0.610 0.558
C 4.702 1.380 -0.746
C 6.123 1.839 -0.970
C 6.779 2.561 0.211
C 6.552 1.795 1.555
N 5.168 1.305 1.672
O 4.682 1.135 2.832
C 6.890 2.787 2.672
C 7.506 0.599 1.632
C 4.680 -0.872 0.513
H 2.283 0.275 -0.050
H 2.661 1.885 0.633
H 2.439 0.437 1.601
H 4.066 2.260 -0.872
H 4.344 0.774 -1.582
H 6.296 2.455 -1.853
H 6.757 0.968 -1.161
H 6.358 3.569 0.154
H 7.830 2.746 -0.006
H 7.874 3.216 2.486
H 7.039 2.206 3.583
H 6.148 3.582 2.696
H 8.471 0.944 2.013
H 7.740 -0.006 0.760
H 7.271 0.023 2.531
H 4.272 -1.255 -0.421
H 4.204 -1.305 1.393
H 5.741 -1.114 0.483
C -4.321 -1.918 -3.237
C -5.318 -0.792 -3.033
C -5.075 0.022 -1.749
C -3.797 0.846 -1.868
C -4.005 1.895 -2.982
C -4.388 1.325 -4.362
N -5.274 0.111 -4.254
O -5.687 -0.320 -5.308
C -3.027 0.852 -5.084
C -5.161 2.384 -5.193
C -6.725 -1.467 -3.028
H -4.366 -2.381 -4.223
H -4.393 -2.609 -2.399
H -3.278 -1.588 -3.248
H -5.165 -0.570 -0.839
H -5.883 0.752 -1.650
H -2.932 0.227 -2.115
H -3.570 1.324 -0.917
H -3.151 2.566 -3.054
H -4.870 2.459 -2.626
H -3.230 0.302 -6.002
H -2.562 0.192 -4.352
H -2.423 1.726 -5.316
H -5.426 1.976 -6.169
H -4.560 3.262 -5.433
H -6.055 2.807 -4.736
H -6.991 -2.052 -2.150
H -6.877 -2.080 -3.917
H -7.566 -0.782 -3.155
C -1.181 4.282 4.082
C 0.008 3.323 4.245
C 1.011 3.922 5.294
C 2.223 2.989 5.467
C 1.968 1.486 5.320
C 0.511 0.983 5.517
N -0.450 1.941 4.729
O -1.665 1.562 4.422
C 0.242 1.081 7.017
C 0.378 -0.445 4.965
C 0.756 3.171 2.915
H -0.920 5.259 3.680
H -1.762 4.425 4.994
H -1.894 3.881 3.359
H 0.522 4.183 6.233
H 1.412 4.866 4.926
H 2.707 3.171 6.426
H 2.995 3.238 4.738
H 2.716 1.037 5.975
H 2.301 1.091 4.357
H -0.813 1.027 7.296
H 0.636 1.959 7.527
H 0.636 0.202 7.529
H 0.390 -0.519 3.878
H -0.485 -1.033 5.281
H 1.172 -1.066 5.384
H 1.383 4.032 2.704
H 0.040 2.983 2.111
H 1.234 2.190 2.915
C 3.919 3.296 -3.959
C 2.629 3.787 -4.675
C 1.825 2.642 -5.331
C 1.026 1.852 -4.351
C -0.016 2.682 -3.578
C 0.601 3.931 -2.879
N 1.622 4.584 -3.779
O 2.102 5.683 -3.405
C 1.303 3.448 -1.564
C -0.516 4.922 -2.623
C 3.060 4.720 -5.862
H 4.489 2.842 -4.766
H 3.605 2.557 -3.221
H 4.484 4.085 -3.466
H 2.554 2.043 -5.879
H 1.103 2.901 -6.109
H 1.667 1.336 -3.629
H 0.476 1.035 -4.823
H -0.658 2.120 -2.898
H -0.744 2.969 -4.344
H 1.896 2.567 -1.807
H 0.550 2.981 -0.922
H 1.662 4.383 -1.137
H -0.178 5.702 -1.939
H -1.332 4.493 -2.041
H -0.839 5.322 -3.583
H 2.376 4.724 -6.710
H 4.014 4.473 -6.329
H 3.202 5.753 -5.544
O -0.534 0.472 1.813
C -1.083 0.954 0.628
O -1.111 0.013 -0.209
O -1.492 2.095 0.431
H -0.360 -0.347 1.322
```

Here are the Mulliken charges for atoms 1 to 8, given in e: -0.391 1.719 -1.447 0.087 -1.606 1.394 0.904 -0.318

=====

Record 2
Formula: C4H8N2O
Source: the Open Molecules 2025 dataset
Level of theory: the ωB97M-V functional and the def2-TZVPD basis

The calculation puts the calculated total energy at -9302.43336 eV. The gap between HOMO and LUMO is 10.2 eV. As for the total charge: 0. Its relative energy (zero: lowest compared OMol25 entry of this formula, charge and spin) is 91.3 kcal/mol.

The geometry in XYZ format:
```
15
C4H8N2O, DFT the ωB97M-V functional and the def2-TZVPD basis
C -0.814 -0.041 1.768
C 0.032 1.263 -0.912
C 0.327 1.904 -2.301
N 1.033 0.876 -1.624
C -0.715 -1.249 0.863
O -1.589 -1.599 0.093
N 0.471 -1.946 0.967
H 0.134 0.500 1.790
H -1.573 0.632 1.372
H -1.064 -0.360 2.787
H -0.306 1.619 -3.135
H 0.771 2.896 -2.349
H 1.777 0.194 -1.660
H 1.038 -1.823 1.791
H 0.479 -2.866 0.551
```

Here are the natural (NBO) charges for atoms 1 to 8, given in e: -0.721 0.152 -0.345 -0.581 0.688 -0.608 -0.848 0.227

=====

Record 3
Formula: C5H9NO
Source: the Open Molecules 2025 dataset
Level of theory: the ωB97M-V functional and the def2-TZVPD basis

The calculation puts the calculated total energy at -8865.35345 eV. The gap between HOMO and LUMO is 9.3 eV. As for the total charge: 0. Its relative energy (zero: lowest compared OMol25 entry of this formula, charge and spin) is 89.0 kcal/mol.

The geometry in XYZ format:
```
16
C5H9NO, DFT the ωB97M-V functional and the def2-TZVPD basis
C 1.896 -0.745 0.078
C 1.326 0.438 0.801
O 1.790 1.525 0.216
C -1.346 -0.048 0.428
C -1.549 0.700 -0.896
C -1.383 -1.500 0.265
N -1.287 -2.647 0.147
H 1.249 -1.628 0.007
H 2.716 -1.008 0.755
H 2.319 -0.503 -0.897
H -0.357 0.192 0.881
H 1.444 2.278 0.717
H -2.074 0.266 1.180
H -2.572 0.633 -1.289
H -0.881 0.314 -1.672
H -1.312 1.753 -0.721
```

Here are the natural (NBO) charges for atoms 1 to 8, given in e: -0.779 0.255 -0.650 -0.553 -0.596 0.298 -0.357 0.258

=====

Record 4
Formula: C9H33CrNO9
Source: the Open Molecules 2025 dataset
Level of theory: the ωB97M-V functional and the def2-TZVPD basis

Its multiplicity is 4. The calculation puts the calculated total energy at -58199.74751 eV. The gap between HOMO and LUMO (alpha / beta) is 6.6 / 6.8 eV. As for the total charge: +1. Its relative energy (zero: lowest compared OMol25 entry of this formula, charge and spin) is 0.0 kcal/mol.

The geometry in XYZ format:
```
53
C9H33CrNO9, DFT the ωB97M-V functional and the def2-TZVPD basis
Cr -0.740 0.882 1.663
C -0.465 1.335 -2.719
C 0.307 0.091 -2.221
C 1.322 -0.316 -3.283
C 2.571 0.557 -3.455
C 3.186 0.700 -2.072
C 2.243 1.148 -0.949
N 1.060 0.287 -0.973
O 0.250 0.533 0.057
C 1.968 2.657 -1.114
C 3.054 1.073 0.343
C -0.652 -1.082 -2.067
H -1.434 1.118 -3.177
H 0.082 1.800 -3.538
H -0.696 2.012 -1.894
H 0.900 -0.606 -4.247
H 1.769 -1.247 -2.899
H 2.226 1.514 -3.864
H 3.201 0.072 -4.195
H 3.940 1.483 -2.206
H 3.684 -0.235 -1.807
H 1.497 2.885 -2.070
H 2.828 3.291 -0.924
H 1.177 2.930 -0.403
H 2.510 1.566 1.153
H 4.026 1.527 0.170
H 3.234 0.057 0.712
H -1.371 -0.960 -1.248
H -0.084 -1.978 -1.822
H -1.306 -1.151 -2.933
O -1.490 -0.844 1.669
H -1.620 -1.756 1.938
O -3.755 -3.341 3.113
H -4.084 -2.450 2.898
H -2.962 -3.474 2.581
O -1.554 -3.271 0.402
H -1.268 -2.355 0.560
H -2.398 -3.199 -0.056
O -4.216 -0.744 2.038
H -3.277 -0.939 1.824
H -4.719 -0.998 1.256
O 0.869 0.405 2.773
H 1.159 -0.506 2.615
H 1.558 0.810 3.314
O -1.633 1.418 3.493
H -1.203 1.537 4.349
H -2.583 1.507 3.661
O -0.056 -3.242 4.177
H 0.611 -3.002 4.830
H 0.341 -3.024 3.327
O -2.399 1.692 0.642
H -2.821 1.258 -0.111
H -2.789 2.574 0.689
```

Here are the natural (NBO) charges for atoms 1 to 8, given in e: 1.455 -0.651 0.110 -0.410 -0.399 -0.401 0.102 -0.093

=====

Record 5
Formula: C4H7N2
Source: the Open Molecules 2025 dataset
Level of theory: the ωB97M-V functional and the def2-TZVPD basis

The calculation puts the calculated total energy at -7226.53076 eV. The gap between HOMO and LUMO (alpha / beta) is 9.7 / 7.3 eV. As for the total charge: +1. Its relative energy (zero: lowest compared OMol25 entry of this formula, charge and spin) is 212.3 kcal/mol.

The geometry in XYZ format:
```
13
C4H7N2, DFT the ωB97M-V functional and the def2-TZVPD basis
C -2.165 0.011 0.242
C -2.826 -0.165 -0.746
C -0.664 0.825 0.927
C 0.575 0.302 0.368
N 1.061 0.924 -0.758
N 0.321 -1.273 0.103
H -0.788 1.880 1.099
H 1.324 0.322 1.175
H 2.022 0.803 -1.026
H 0.432 1.170 -1.504
H 1.022 -1.656 -0.538
H -0.625 -1.334 -0.317
H 0.313 -1.809 0.975
```

Here are the natural (NBO) charges for atoms 1 to 8, given in e: -0.345 0.196 0.031 0.006 -0.810 -0.735 0.238 0.250

=====

Record 6
Formula: C4H6N2O
Source: the Open Molecules 2025 dataset
Level of theory: the ωB97M-V functional and the def2-TZVPD basis

As for the SMILES: Nc1c[nH]cc1O. The calculation puts the calculated total energy at -9272.37917 eV. The gap between HOMO and LUMO is 8.8 eV. As for the total charge: 0. Its relative energy (zero: lowest compared OMol25 entry of this formula, charge and spin) is 25.9 kcal/mol.

The geometry in XYZ format:
```
13
C4H6N2O, DFT the ωB97M-V functional and the def2-TZVPD basis
N -1.721 -0.979 0.011
C -0.373 -0.440 0.000
C 0.893 -1.014 0.013
N 1.777 0.035 0.009
C 1.119 1.264 0.057
C -0.242 0.971 0.052
O -1.287 1.842 -0.024
H -1.829 -1.667 -0.727
H -1.855 -1.377 0.903
H 1.199 -2.035 -0.035
H 2.758 -0.106 -0.141
H 1.643 2.196 -0.023
H -2.082 1.309 -0.095
```

Here are the natural (NBO) charges for atoms 1 to 8, given in e: -0.852 -0.023 -0.095 -0.495 -0.157 0.226 -0.674 0.372

=====

Record 7
Formula: C53H65Cl2NO3P3STi
Source: the Open Molecules 2025 dataset
Level of theory: the ωB97M-V functional and the def2-TZVPD basis

The calculation puts the calculated total energy at -150509.05237 eV. The gap between HOMO and LUMO (alpha / beta) is 5.6 / 6.0 eV. As for the total charge: +1.

The geometry in XYZ format:
```
129
C53H65Cl2NO3P3STi, DFT the ωB97M-V functional and the def2-TZVPD basis
Ti 0.918 -0.386 0.201
Cl 7.920 -1.432 0.930
C 6.224 -1.090 1.056
C 5.763 -0.366 2.153
C 4.407 -0.118 2.263
Cl 3.823 0.728 3.661
C 3.500 -0.551 1.302
O 2.172 -0.286 1.445
C 3.983 -1.261 0.164
C 3.145 -1.680 -0.900
O 1.841 -1.412 -0.957
C 5.366 -1.535 0.085
H 6.446 -0.004 2.908
H 3.565 -2.229 -1.733
H 5.750 -2.077 -0.772
C -2.046 7.307 0.045
S -1.463 7.213 1.754
C -0.377 5.763 1.626
C -0.950 4.552 2.353
C -0.081 3.307 2.207
N 0.232 2.953 0.778
P 2.010 2.629 0.819
C 2.559 4.380 0.786
C 2.388 5.217 -0.318
C 2.758 6.549 -0.249
C 3.313 7.060 0.923
C 3.502 6.233 2.019
C 3.125 4.894 1.948
C 2.631 2.113 -0.857
C 4.020 2.328 -0.948
C 4.758 1.842 -2.006
C 4.137 1.113 -3.019
C 2.780 0.885 -2.950
C 2.034 1.360 -1.873
P -0.697 1.635 0.144
C -1.027 2.157 -1.575
C -0.698 3.419 -2.049
C -1.073 3.793 -3.333
C -1.767 2.907 -4.145
C -2.091 1.639 -3.675
C -1.726 1.266 -2.390
C -2.388 1.805 0.796
C -3.208 2.870 0.421
C -4.516 2.928 0.868
C -5.021 1.920 1.685
C -4.212 0.860 2.062
C -2.898 0.800 1.612
H -2.791 8.100 0.004
H -2.513 6.368 -0.257
H -1.226 7.552 -0.628
H 0.598 6.040 2.033
H -0.242 5.546 0.566
H -1.959 4.363 2.000
H -1.028 4.772 3.421
H -0.537 2.465 2.736
H 0.867 3.501 2.713
H 1.976 4.820 -1.240
H 2.617 7.194 -1.107
H 3.604 8.101 0.976
H 3.939 6.623 2.929
H 3.279 4.242 2.802
H 4.524 2.895 -0.173
H 5.823 2.035 -2.052
H 4.711 0.743 -3.859
H 2.280 0.331 -3.737
H 0.968 1.199 -1.907
H -0.154 4.103 -1.408
H -0.828 4.783 -3.699
H -2.063 3.204 -5.143
H -2.634 0.947 -4.307
H -1.996 0.286 -2.008
H -2.821 3.653 -0.223
H -5.146 3.759 0.579
H -6.048 1.963 2.023
H -4.603 0.085 2.708
H -2.259 -0.026 1.897
O -0.830 -1.367 0.129
P -0.804 -2.920 -0.003
C -2.467 -3.517 0.377
C -3.466 -2.880 -0.611
C -4.837 -3.561 -0.473
C -5.132 -3.961 0.983
C -4.420 -3.009 1.939
C -2.895 -3.172 1.828
C 0.439 -3.629 1.109
C 0.355 -5.188 1.163
C -0.001 -5.689 2.560
C 1.030 -5.224 3.599
C 1.498 -3.774 3.340
C 0.456 -3.014 2.523
C -0.332 -3.442 -1.691
C -0.561 -2.342 -2.743
C 0.204 -2.699 -4.023
C 0.113 -4.203 -4.355
C -1.108 -4.829 -3.688
C -0.973 -4.781 -2.159
H -2.474 -4.601 0.237
H -3.122 -2.962 -1.642
H -3.537 -1.812 -0.385
H -4.871 -4.446 -1.113
H -5.607 -2.878 -0.836
H -4.789 -4.982 1.175
H -6.207 -3.954 1.162
H -4.727 -3.186 2.971
H -4.707 -1.984 1.692
H -2.571 -3.967 2.499
H -2.411 -2.249 2.153
H 1.381 -3.359 0.622
H 1.326 -5.600 0.878
H -0.364 -5.574 0.436
H -0.073 -6.777 2.557
H -0.992 -5.319 2.835
H 1.892 -5.893 3.593
H 0.582 -5.299 4.592
H 2.437 -3.773 2.778
H 1.696 -3.262 4.281
H 0.705 -1.955 2.493
H -0.518 -3.102 3.001
H 0.748 -3.585 -1.612
H -0.219 -1.377 -2.384
H -1.628 -2.243 -2.955
H 1.251 -2.411 -3.894
H -0.190 -2.103 -4.848
H 1.010 -4.722 -3.999
H 0.075 -4.352 -5.434
H -1.227 -5.866 -4.004
H -2.013 -4.301 -4.004
H -0.336 -5.607 -1.837
H -1.954 -4.942 -1.711
```

Here are the Mulliken charges for atoms 1 to 8, given in e: -0.494 -0.216 0.140 -0.486 0.699 -0.219 -0.068 -0.050